Entry 1:
{
  "formula": "C4H7N3S",
  "method": "ωB97M-V/def2-TZVPD",
  "max_force_ev_per_a": 3.49,
  "charge": 0,
  "homo_lumo_gap_ev": [8.07, 8.01],
  "symbols": ["C", "C", "C", "C", "N", "N", "N", "S", "H", "H", "H", "H", "H", "H", "H"],
  "xyz": [[0.1278, -0.7357, 1.5620], [1.3815, -1.4024, 1.6228], [-0.1083, -0.7028, 0.2047], [0.0028, 2.0979, -1.7574], [1.8948, -1.5973, 0.4675], [-2.4078, 0.3232, 0.4635], [0.9345, -1.2034, -0.4040], [-1.4708, -0.1931, -0.7231], [-0.4033, -0.4513, 2.3629], [2.0253, -1.7415, 2.5075], [-0.7289, 1.8715, -2.5998], [1.0662, 2.1991, -1.9275], [-0.1275, 2.5168, -0.7789], [-3.3832, 0.1127, 0.3896], [1.1967, -1.0937, -1.3899]],
  "forces_ev_per_a": [[2.08, -1.80, -2.15], [0.72, 0.29, 3.17], [-1.22, 1.28, 1.30], [0.04, -0.21, -1.06], [0.68, -0.84, -2.34], [1.15, -0.11, 0.42], [2.56, -0.62, -1.82], [-1.30, 0.06, 0.47], [-2.19, 0.98, 2.28], [-1.37, 0.80, -1.23], [1.12, 0.73, 1.66], [0.10, -0.50, -0.84], [-1.34, 0.05, 0.18], [-0.66, 0.13, -0.85], [-0.36, -0.24, 0.81]],
  "mulliken_charge": [-0.38, -0.26, 0.13, -1.06, -0.76, -0.50, 0.25, 0.10, 0.55, 0.35, 0.35, 0.33, 0.38, 0.25, 0.27]
}

---

Entry 2:
{
  "formula": "C4H7N4",
  "method": "ωB97M-V/def2-TZVPD",
  "max_force_ev_per_a": 4.87,
  "charge": 1,
  "homo_lumo_gap_ev": 7.60,
  "symbols": ["N", "C", "C", "N", "C", "C", "N", "N", "H", "H", "H", "H", "H", "H", "H"],
  "xyz": [[2.8812, -1.4056, -0.0472], [2.3640, -0.3527, 0.0019], [2.0257, 1.0072, -0.0155], [0.7260, 1.1955, -0.0384], [0.0617, 0.0980, 0.0486], [-1.3443, 0.1294, 0.0175], [-2.0091, -1.0816, 0.0119], [-1.9901, 1.2309, -0.1077], [3.1343, -2.1277, 0.5689], [2.7434, 1.8321, -0.1431], [0.6095, -0.8947, 0.2445], [-1.6835, -1.8559, 0.4503], [-2.9055, -1.1368, -0.3434], [-1.6583, 2.2875, -0.2679], [-2.9550, 1.0743, -0.3804]],
  "forces_ev_per_a": [[-0.67, 0.79, -0.97], [2.97, 2.06, 0.23], [1.93, -0.97, -0.47], [-1.15, 0.19, -0.05], [-0.48, -1.37, 1.20], [0.88, -2.93, -0.16], [0.91, 4.28, -0.85], [-2.01, 4.23, -1.32], [0.42, -1.03, 0.80], [-0.25, -0.84, 0.23], [-1.69, 1.26, -0.36], [1.54, -2.49, 1.33], [-2.09, -0.04, -0.53], [-0.23, -3.73, 0.55], [-0.08, 0.60, 0.37]],
  "mulliken_charge": [-0.21, 0.32, -0.29, -0.30, 0.01, 0.34, -0.36, -0.34, 0.32, 0.40, 0.17, 0.20, 0.17, 0.35, 0.22]
}

---

Entry 3:
{
  "formula": "C4H7N4O",
  "method": "ωB97M-V/def2-TZVPD",
  "max_force_ev_per_a": 4.62,
  "charge": 1,
  "homo_lumo_gap_ev": [6.78, 6.78],
  "symbols": ["H", "N", "C", "N", "N", "C", "O", "C", "N", "C", "H", "H", "H", "H", "H", "H"],
  "xyz": [[-1.1459, -1.3555, 1.9434], [-0.9610, -0.4230, 1.6882], [-0.5186, -0.0369, 0.5915], [-0.2485, 1.2556, 0.3373], [-0.7970, 2.1204, 1.1840], [0.4754, 1.4680, -0.8330], [0.7162, 2.5598, -1.2565], [0.8764, 0.0614, -1.2445], [0.1152, -0.7581, -0.5737], [0.2318, -2.1993, -0.6589], [-0.6833, 3.0529, 0.7728], [-0.5284, 2.2153, 2.1478], [1.6756, -0.1338, -1.9973], [0.9126, -2.7036, -0.0672], [0.5656, -2.5640, -1.5605], [-0.6862, -2.5592, -0.4734]],
  "forces_ev_per_a": [[-0.16, -1.40, -0.08], [0.16, 0.89, -0.92], [0.33, -1.34, 0.57], [1.07, -1.54, -0.78], [-1.60, 4.31, -0.50], [-0.12, 1.09, 1.67], [0.41, -0.54, -0.67], [-1.37, 0.43, 0.11], [2.76, 0.09, -0.58], [0.44, 1.31, 0.02], [-0.36, -0.30, 0.09], [0.89, -1.11, 0.28], [-0.95, -0.31, 0.60], [1.50, -0.08, 2.37], [0.29, 0.05, -2.79], [-3.31, -1.55, 0.61]],
  "mulliken_charge": [0.26, -0.47, 0.38, 0.48, -1.00, 0.49, -0.49, 0.01, 0.12, -1.02, 0.28, 0.25, 0.44, 0.43, 0.41, 0.42]
}

---

Entry 4:
{
  "formula": "C4H7N4O",
  "method": "ωB97M-V/def2-TZVPD",
  "max_force_ev_per_a": 4.39,
  "charge": 1,
  "homo_lumo_gap_ev": 10.06,
  "symbols": ["C", "C", "C", "O", "N", "N", "N", "C", "N", "H", "H", "H", "H", "H", "H", "H"],
  "xyz": [[-0.8107, -1.0063, -1.3073], [-0.0350, -0.6004, 0.0287], [-0.9252, -0.9783, 1.0781], [-1.6635, -0.1807, 1.5361], [1.2030, -1.2843, 0.0824], [2.1805, -0.6085, 0.1691], [1.8767, 0.8121, 0.3540], [0.5749, 0.9535, 0.2598], [-0.2528, 1.9837, 0.2752], [-1.7031, -0.5183, -1.3564], [-0.8796, -2.0246, -1.2655], [-0.2380, -0.8619, -2.1927], [-0.7711, -2.0279, 1.4028], [2.6646, 1.4194, 0.1801], [-1.2258, 1.9373, 0.5654], [0.0052, 2.9852, 0.1903]],
  "forces_ev_per_a": [[3.29, 1.63, 1.04], [2.26, 3.03, -2.24], [0.16, -1.72, 1.76], [-1.66, 0.91, 0.97], [-0.53, -1.50, -0.48], [2.41, 0.22, 0.47], [-1.57, -0.49, -1.06], [-2.59, -0.85, -0.68], [0.93, 1.43, 0.03], [-2.53, 1.21, -0.07], [-0.71, -2.78, 0.45], [0.67, 0.69, -0.59], [-0.63, 0.08, 0.18], [-0.11, 0.32, 0.27], [0.08, -1.07, -0.31], [0.55, -1.13, 0.26]],
  "mulliken_charge": [-1.51, 1.04, -0.19, -0.42, -0.10, -0.35, 0.08, 0.29, -0.30, 0.42, 0.47, 0.39, 0.38, 0.27, 0.25, 0.28]
}

---

Entry 5:
{
  "formula": "C4H7N4OS",
  "method": "ωB97M-V/def2-TZVPD",
  "max_force_ev_per_a": 6.13,
  "charge": -1,
  "homo_lumo_gap_ev": 8.28,
  "symbols": ["C", "C", "C", "C", "N", "N", "N", "N", "O", "S", "H", "H", "H", "H", "H", "H", "H"],
  "xyz": [[-1.7466, 0.1141, -0.1717], [0.7629, -0.5614, 0.9906], [2.1578, 0.5361, -0.8036], [0.8652, -0.1560, -0.3581], [-2.1445, -0.8078, -1.0223], [-2.5899, 0.1731, 0.8538], [-3.1926, -1.3593, -0.4886], [-3.4345, -0.7511, 0.6536], [-0.2417, 2.0787, 0.6452], [-0.4466, 1.2479, -0.5768], [0.4470, 0.4948, 1.5032], [-0.0327, -1.2718, 1.3861], [1.7579, -0.9243, 1.4115], [2.1832, 1.5066, -0.2786], [2.0032, 0.8243, -1.9522], [2.9694, -0.1558, -0.5542], [0.6825, -0.9881, -1.2379]],
  "forces_ev_per_a": [[-0.87, 0.65, -0.52], [-0.17, 0.51, 5.25], [-1.32, 0.80, -1.30], [-0.64, -0.70, -6.06], [1.42, -0.24, -1.73], [1.98, 2.45, 1.39], [-0.77, -0.70, 0.18], [-2.27, -1.82, 0.13], [0.15, 0.57, -0.20], [-0.05, -1.66, 0.49], [1.12, -2.34, -0.27], [0.87, 0.72, -1.28], [-1.09, 0.59, -0.37], [0.67, -0.41, 0.05], [0.86, -0.92, 2.36], [0.31, 0.59, -0.46], [-0.20, 1.90, 2.34]],
  "mulliken_charge": [0.85, -1.17, -1.22, 0.19, -0.30, -0.28, -0.48, -0.46, -0.63, 0.27, 0.33, 0.27, 0.30, 0.30, 0.24, 0.43, 0.35]
}

---

Entry 6:
{
  "formula": "C4H7N4S",
  "method": "ωB97M-V/def2-TZVPD",
  "max_force_ev_per_a": 6.05,
  "charge": 1,
  "homo_lumo_gap_ev": 8.77,
  "symbols": ["C", "C", "C", "C", "N", "N", "N", "N", "S", "H", "H", "H", "H", "H", "H", "H"],
  "xyz": [[-1.3609, -0.1938, 0.3753], [1.4209, -0.5119, -0.9136], [0.5808, -1.6380, -0.4509], [-2.8829, 1.5921, -0.3876], [4.3843, -0.4518, 0.7289], [3.2910, -0.2520, 0.5565], [-2.3266, 0.3527, -0.0965], [2.1341, -0.0896, 0.3142], [-0.2405, -1.0781, 1.1542], [2.0297, -0.8962, -1.7596], [0.9374, 0.2587, -1.4475], [-0.1056, -1.9056, -1.2688], [1.1638, -2.4733, -0.0819], [-3.8325, 1.4831, -0.9752], [-2.9449, 2.0202, 0.5772], [-2.2717, 2.2553, -1.1727]],
  "forces_ev_per_a": [[-4.15, 1.63, -1.21], [2.83, -1.25, 0.19], [-0.85, 0.03, -0.15], [-0.58, 2.13, -3.94], [-0.43, 0.36, 0.49], [3.02, -1.14, -1.29], [4.89, -3.22, 1.54], [-2.81, 1.49, -0.36], [-0.41, -0.40, -0.88], [0.47, -0.11, 0.76], [-1.07, 1.38, 0.30], [-0.25, -0.37, 0.83], [0.10, -0.22, -0.26], [0.52, -0.05, 1.26], [-0.64, 1.27, 0.63], [-0.64, -1.53, 2.11]],
  "mulliken_charge": [0.65, -0.44, -0.68, -0.65, -0.50, 0.83, -0.12, -0.49, -0.07, 0.39, 0.32, 0.44, 0.41, 0.26, 0.35, 0.29]
}

---

Entry 7:
{
  "formula": "C4H7N5",
  "method": "ωB97M-V/def2-TZVPD",
  "max_force_ev_per_a": 1.14,
  "charge": 0,
  "homo_lumo_gap_ev": 8.11,
  "symbols": ["C", "N", "C", "C", "N", "N", "C", "N", "N", "H", "H", "H", "H", "H", "H", "H"],
  "xyz": [[2.4261, -0.2783, -0.0382], [1.5868, 0.7641, 0.5458], [0.4609, 1.1873, -0.2423], [-0.7703, 0.3217, -0.1305], [-0.6415, -0.8726, 0.4168], [-1.7321, -1.6124, 0.5143], [-2.8490, -1.0807, 0.0774], [-2.9932, 0.1162, -0.4485], [-1.9032, 0.8465, -0.5678], [2.2906, -1.2222, 0.4791], [3.4808, -0.0304, 0.0304], [2.1990, -0.4349, -1.0854], [1.3095, 0.5264, 1.4860], [0.1411, 2.1717, 0.0894], [0.7290, 1.2791, -1.2869], [-3.7344, -1.6814, 0.1605]],
  "forces_ev_per_a": [[-0.01, -0.11, 0.46], [0.35, 0.19, -0.46], [-0.20, 0.02, 0.75], [0.60, 0.16, -0.14], [-0.40, -0.79, 0.25], [1.00, -0.05, 0.24], [-0.45, -0.35, 0.06], [0.35, 1.00, -0.43], [-1.02, -0.08, -0.14], [-0.09, -0.32, -0.04], [0.19, 0.21, 0.01], [-0.15, 0.01, -0.22], [-0.03, -0.01, -0.02], [-0.02, 0.28, -0.09], [0.16, 0.03, -0.26], [-0.28, -0.18, 0.03]],
  "mulliken_charge": [-0.84, -0.35, -0.47, 0.50, 0.11, -0.66, 0.12, -0.40, -0.21, 0.30, 0.29, 0.28, 0.26, 0.31, 0.32, 0.45]
}

---

Entry 8:
{
  "formula": "C4H7N5",
  "method": "ωB97M-V/def2-TZVPD",
  "max_force_ev_per_a": 3.69,
  "charge": 2,
  "homo_lumo_gap_ev": 9.84,
  "symbols": ["C", "C", "C", "C", "N", "N", "N", "N", "N", "H", "H", "H", "H", "H", "H", "H"],
  "xyz": [[-1.0159, -0.1546, 1.4412], [0.8042, -0.8395, -0.1040], [-1.0942, -1.2160, 0.4413], [0.6349, 1.6042, -0.5811], [-0.0497, 0.6609, 1.4698], [2.8909, -0.3438, 0.3148], [2.3218, 0.6345, 0.6828], [1.9911, -1.3312, -0.1302], [0.8942, 0.5011, 0.4134], [-1.7790, -0.0418, 2.2123], [-1.1201, -2.2478, 0.7904], [-1.6819, -1.0571, -0.4643], [-0.2524, 1.3689, -1.1689], [0.4808, 2.5166, 0.0028], [1.4914, 1.7557, -1.2416], [2.3383, -2.2524, -0.4291]],
  "forces_ev_per_a": [[0.10, -0.02, -0.03], [-3.23, -1.60, 0.82], [2.52, -0.31, -1.66], [-0.33, 1.10, -1.09], [0.31, 1.09, 1.72], [2.33, -0.92, -0.18], [0.39, 2.05, 1.71], [-1.89, 0.38, -0.36], [-0.38, -1.35, -1.59], [0.00, 0.03, -0.01], [0.15, 0.01, 0.03], [0.02, 0.08, 0.07], [-0.01, -0.11, 0.21], [0.02, -0.26, 0.10], [0.04, -0.29, 0.14], [-0.04, 0.12, 0.12]],
  "mulliken_charge": [0.13, 0.03, -0.45, -0.61, -0.68, 0.00, -0.27, 0.23, 1.01, 0.50, 0.38, 0.36, 0.38, 0.36, 0.33, 0.32]
}

---

Entry 9:
{
  "formula": "C4H7N5O",
  "method": "ωB97M-V/def2-TZVPD",
  "max_force_ev_per_a": 4.89,
  "charge": 0,
  "homo_lumo_gap_ev": 10.98,
  "symbols": ["O", "C", "C", "N", "N", "N", "N", "C", "N", "C", "H", "H", "H", "H", "H", "H", "H"],
  "xyz": [[-0.0531, 1.6150, 1.3795], [0.1834, 0.5910, 0.5556], [-1.1284, -0.1726, 0.2877], [-2.2681, 0.2990, 0.4668], [-3.1071, -0.4402, -0.3834], [-2.4742, -1.3297, -0.9617], [-1.2007, -1.2151, -0.6316], [1.3925, -0.4003, 0.9313], [1.5437, -0.5494, -0.6037], [0.8910, 0.8205, -0.8130], [-0.9863, 1.9569, 1.4099], [-0.5308, -1.8308, -1.0580], [2.2413, 0.0266, 1.6621], [1.1005, -1.3684, 1.2446], [2.4848, -0.5377, -1.0025], [0.3389, 0.8999, -1.7440], [1.5726, 1.6352, -0.7396]],
  "forces_ev_per_a": [[-0.68, 2.29, 1.58], [-0.23, -2.24, -0.40], [4.28, -1.33, -1.97], [-2.83, 0.76, -0.39], [-1.68, 1.28, 1.79], [0.40, -1.03, -1.20], [0.06, 0.60, 1.08], [0.51, 1.38, -0.98], [0.61, 1.87, 0.46], [-0.04, -1.93, 0.55], [1.09, -0.94, -0.43], [0.47, 0.22, 0.23], [-1.76, -0.59, -2.10], [-0.34, -0.75, 1.03], [-0.15, -0.25, 0.49], [-0.39, -0.02, 0.05], [0.69, 0.69, 0.22]],
  "mulliken_charge": [-0.64, 1.11, 0.24, -0.32, -0.37, -0.45, 0.25, -0.69, -0.53, -0.86, 0.39, 0.30, 0.27, 0.32, 0.27, 0.32, 0.40]
}

---

Entry 10:
{
  "formula": "C4H7N5OS",
  "method": "ωB97M-V/def2-TZVPD",
  "max_force_ev_per_a": 4.90,
  "charge": 0,
  "homo_lumo_gap_ev": 9.61,
  "symbols": ["C", "C", "C", "C", "H", "H", "H", "H", "H", "H", "H", "N", "N", "N", "N", "N", "O", "S"],
  "xyz": [[-1.8873, 0.6380, 0.0749], [-0.6922, 1.2448, 0.6475], [0.6483, 0.4902, 0.2782], [2.8099, -0.1188, -0.1964], [-3.6387, -0.0505, -1.2250], [-4.0654, -1.1143, 0.2288], [-1.4489, -1.5296, 0.2845], [-0.7506, 2.3599, 0.4691], [-0.8026, 1.0458, 1.7262], [4.4423, -1.4254, -0.3018], [4.4947, -0.0811, -1.3372], [-3.3191, -1.1394, -0.6171], [-2.1076, -0.6995, 0.1425], [0.8776, -0.7671, 0.5879], [2.1125, -1.1316, 0.2618], [4.1439, -0.3666, -0.3750], [-2.8652, 1.2936, -0.4221], [2.0484, 1.3516, -0.2268]],
  "forces_ev_per_a": [[-4.05, -0.58, -1.89], [1.83, 0.07, 0.60], [-1.89, 0.58, 1.45], [1.30, -3.18, 0.90], [1.48, -3.84, 2.66], [1.73, -0.06, -2.72], [-0.81, 2.36, -0.25], [0.52, -1.40, 0.06], [0.13, 0.44, -0.14], [-1.44, 2.81, 0.17], [-0.54, -0.13, 1.76], [-1.84, 3.24, 1.60], [-0.39, -1.83, -1.30], [-1.43, 1.68, -0.63], [0.35, 0.12, -0.21], [3.04, -1.54, -2.68], [2.82, 0.22, 1.10], [-0.80, 1.04, -0.49]],
  "mulliken_charge": [0.49, -0.38, 0.37, 0.46, 0.41, 0.27, 0.32, 0.30, 0.28, 0.31, 0.30, -0.74, -0.07, -0.26, -0.54, -0.56, -0.74, -0.19]
}

---

no.,DFT total energy (Ha)
1,-718.88942
2,-375.30462
3,-450.53054
4,-450.53920
5,-849.02330
6,-773.42141
7,-430.30742
8,-429.45515
9,-505.53960
10,-903.72939